(1)
{"formula": "C3H4N2O", "method": "ωB97M-V/def2-TZVPD", "homo_lumo_gap_ev": 9.2221, "relative_energy_kcal_mol": 92.3, "energy_ev": -8199.88207, "species": ["O", "N", "N", "C", "C", "C", "H", "H", "H", "H"], "coordinates": [[1.61, -0.40, -1.39], [-0.44, 0.27, 1.60], [-0.76, -0.04, -1.21], [0.47, -0.17, -0.88], [1.02, -0.09, 0.48], [-1.49, 0.36, 1.12], [1.62, 0.79, 0.72], [-2.51, 0.46, 0.79], [1.35, -1.02, 0.94], [-0.89, -0.15, -2.21]], "nbo_charge": [-0.62, -0.36, -0.84, 0.52, -0.11, 0.32, 0.23, 0.26, 0.23, 0.37]}

(2)
{"formula": "C7H15ClN3S", "method": "ωB97M-V/def2-TZVPD", "homo_lumo_gap_ev": 9.0860, "total_charge": 1, "relative_energy_kcal_mol": 39.2, "energy_ev": -35321.99797, "species": ["Cl", "S", "N", "N", "N", "C", "C", "C", "C", "C", "C", "C", "H", "H", "H", "H", "H", "H", "H", "H", "H", "H", "H", "H", "H", "H", "H"], "coordinates": [[-0.08, 2.55, -0.34], [0.32, -1.26, -1.26], [-2.15, 0.07, 1.67], [2.31, 0.00, 0.19], [0.16, 0.03, 0.98], [1.00, -0.41, 0.07], [-2.63, -1.40, -1.00], [-1.35, 1.38, -0.66], [-1.22, -0.12, 0.65], [-1.33, -1.38, -0.31], [2.62, 1.09, 1.10], [3.07, -0.32, -0.99], [2.81, 0.43, -1.82], [2.77, -1.23, -1.27], [3.63, 1.08, 1.17], [2.16, 0.88, 2.05], [-1.28, 1.01, -1.72], [-2.66, -1.07, -2.08], [2.40, 2.11, 0.69], [-3.17, -2.36, -1.07], [-2.35, 1.55, -0.47], [4.14, -0.27, -0.89], [0.30, 0.90, 1.52], [-1.87, -0.02, 2.67], [-3.13, -0.30, 1.49], [-3.30, -0.67, -0.59], [-1.17, -2.24, 0.25]], "nbo_charge": [-0.03, 0.38, -0.87, -0.35, -0.62, 0.37, -0.66, -0.47, 0.38, -0.31, -0.42, -0.40, 0.21, 0.21, 0.23, 0.21, 0.21, 0.25, 0.23, 0.26, 0.21, 0.24, 0.45, 0.42, 0.42, 0.23, 0.23]}